Entry 1:
{"formula": "C5H10O3S", "method": "wB97M-V/def2-TZVPD", "species": ["C", "C", "C", "C", "C", "O", "O", "O", "S", "H", "H", "H", "H", "H", "H", "H", "H", "H", "H"], "xyz": [[1.496198, 0.661472, -0.019793], [-1.745471, 0.971375, -0.160302], [-1.636013, 0.204941, 1.179785], [-1.068236, 0.209369, -1.202810], [2.639820, 0.141985, 0.810040], [1.383591, 1.794131, -0.303505], [-0.336120, -0.328576, 1.314547], [1.184670, -0.981018, -2.052568], [0.299842, -0.736189, -0.445492], [-2.839939, 1.037494, -0.207520], [-1.519671, 2.014127, -0.103727], [-1.867441, 0.855603, 1.967503], [-2.293095, -0.567682, 1.150504], [-1.805819, -0.541546, -1.598466], [-0.499590, 0.671366, -2.034604], [3.232116, -0.531657, 0.265255], [3.263926, 1.071754, 1.217355], [2.327904, -0.254068, 1.701600], [1.364574, -1.887980, -2.361794]], "atomic_forces_ev_per_a": [[1.106, -1.253, 1.028], [-1.963, 0.920, 1.956], [3.111, 1.452, -1.447], [0.298, -1.718, -1.674], [1.276, 3.976, 0.032], [-1.064, 0.811, -0.932], [0.192, 0.415, -1.212], [-0.290, 0.797, 0.012], [0.579, -0.883, 0.590], [-0.027, -0.319, -1.051], [1.074, 0.552, 0.245], [-0.304, 0.938, 1.361], [-2.314, -2.417, 0.028], [1.126, 0.408, 0.035], [-0.859, 0.235, 0.444], [0.858, -0.899, -0.715], [-1.098, -1.830, -1.452], [-1.244, -1.562, 1.951], [-0.457, 0.377, 0.802]], "lowdin_charge": [-0.54, -0.23, -0.28, -0.30, -0.03, 0.12, -0.38, -0.41, 1.14, 0.12, 0.11, 0.10, 0.08, 0.12, 0.10, 0.07, 0.15, 0.04, 0.03], "e_above_lowest_kcal_mol": 69.9, "orbital_gap_ev": 9.62, "total_energy_ha": -820.31193, "e_homo_ev": -9.0, "lumo_energy_ev": 0.60}



Entry 2:
{"formula": "C12H8BrNO2S4SbSeTi", "method": "wB97M-V/def2-TZVPD", "species": ["Ti", "S", "Sb", "S", "S", "S", "Br", "C", "C", "C", "C", "C", "C", "C", "O", "O", "H", "H", "H", "H", "Se", "C", "C", "C", "N", "C", "C", "H", "H", "H", "H"], "xyz": [[0.635383, 0.060873, 0.341755], [0.296574, 2.110906, -0.729660], [-1.808898, 1.471454, 0.297478], [-0.586085, 0.692763, 2.257499], [-1.841056, -0.656885, -0.676549], [-3.509195, 2.954781, 0.394653], [2.145871, -3.957228, 2.198212], [1.756040, -4.477919, 0.419532], [1.935852, -5.805785, 0.063583], [1.668337, -6.204914, -1.234863], [1.249174, -5.283862, -2.184324], [1.094770, -3.955164, -1.836034], [1.336256, -3.546018, -0.526289], [1.089080, -2.130127, -0.176874], [0.784348, -1.794557, 0.998049], [1.159539, -1.238059, -1.063191], [2.279879, -6.513476, 0.802418], [1.789762, -7.242806, -1.503305], [1.046700, -5.604200, -3.195334], [0.772964, -3.213052, -2.553368], [3.080384, 0.259575, 0.633361], [3.025129, 0.914177, 2.446680], [2.196665, 1.975161, 2.803509], [2.168742, 2.362306, 4.133858], [2.919004, 1.814055, 5.077083], [3.728750, 0.831448, 4.719528], [3.819744, 0.336419, 3.430499], [1.593286, 2.493812, 2.061201], [1.508591, 3.158338, 4.457476], [4.339342, 0.414635, 5.510435], [4.495509, -0.470341, 3.189194]], "atomic_forces_ev_per_a": [[-0.660, 2.148, 0.224], [-0.322, -0.030, 0.097], [-0.427, -0.096, -0.121], [-0.445, 0.019, -0.416], [0.230, 0.658, 0.317], [0.406, -0.294, 0.070], [0.209, -0.466, 0.081], [0.029, 0.114, 0.084], [-0.021, 0.092, 0.036], [-0.013, 0.092, 0.011], [0.010, -0.013, -0.074], [0.054, -0.024, 0.158], [-0.029, -0.086, 0.063], [0.160, -1.356, 0.027], [-0.340, -0.892, 0.112], [0.286, -0.252, -0.845], [0.003, -0.034, 0.043], [0.027, -0.121, -0.047], [-0.023, -0.018, -0.075], [-0.012, 0.012, -0.014], [0.478, 0.336, 0.367], [-0.035, 0.131, -0.332], [0.264, 0.183, -0.068], [-0.075, 0.167, -0.280], [-0.086, 0.144, 0.532], [0.223, -0.203, -0.062], [-0.106, 0.092, -0.127], [0.162, -0.160, 0.230], [-0.040, 0.060, -0.054], [0.087, -0.099, 0.046], [0.005, -0.106, 0.016]], "lowdin_charge": [0.09, 0.01, 0.02, 0.09, -0.03, -0.20, 0.85, -0.57, -0.13, -0.08, -0.07, 0.00, -0.14, -0.70, -0.24, -0.17, 0.10, 0.10, 0.10, 0.13, 0.74, -0.61, -0.19, -0.16, 0.04, -0.18, -0.12, 0.06, 0.10, 0.09, 0.09], "charge": -1, "e_above_lowest_kcal_mol": 12.2, "orbital_gap_ev": 6.94, "total_energy_ha": -8325.49060, "e_homo_ev": -5.3, "lumo_energy_ev": 1.61}



Entry 3:
{"formula": "C17H23IN4O5P", "method": "wB97M-V/def2-TZVPD", "species": ["C", "C", "C", "C", "C", "N", "C", "P", "O", "I", "N", "N", "N", "C", "C", "C", "C", "C", "H", "H", "H", "H", "H", "H", "H", "H", "H", "H", "H", "H", "H", "H", "H", "H", "H", "H", "H", "H", "H", "C", "C", "C", "O", "C", "C", "C", "O", "O", "O", "H", "H"], "xyz": [[0.460042, -6.453507, -0.780689], [0.508521, -5.065094, -1.703403], [-0.133925, -3.879998, -0.713885], [0.304499, -2.396498, -1.257462], [0.051680, -1.244361, -0.073190], [1.201992, -0.269437, -0.190736], [1.212427, 1.215279, -0.609708], [-0.287996, 2.284941, -1.122425], [0.221501, 3.945551, -0.750065], [-2.237408, 1.934553, 0.366982], [2.675437, 1.706173, -0.584089], [3.483958, 0.654910, -0.182798], [4.846383, 0.546128, 0.042929], [5.579279, 1.408744, -0.733456], [6.071660, 1.165485, -2.277837], [6.073993, 2.842469, -0.029396], [2.680504, -0.598654, 0.101503], [3.191684, -2.076355, 0.594721], [1.085892, -6.227051, 0.184384], [0.864406, -7.384546, -1.365285], [-0.680600, -6.588597, -0.457336], [-0.148997, -5.250543, -2.667808], [1.612801, -4.820590, -2.025935], [-1.291204, -4.059412, -0.646629], [0.412002, -4.034814, 0.334032], [-0.367227, -2.050699, -2.178529], [1.421281, -2.360183, -1.670941], [-0.022902, -1.735745, 1.012525], [-1.006397, -0.797797, -0.298010], [0.281470, 3.922560, 0.266964], [7.166514, 1.602822, -2.464721], [6.101928, 0.041569, -2.618784], [5.369462, 1.742642, -3.016985], [6.403264, 2.597519, 1.091446], [7.018775, 3.297361, -0.600073], [5.147413, 3.559521, -0.030677], [4.116252, -2.051512, 1.312707], [2.270451, -2.579609, 1.152807], [3.410889, -2.721227, -0.377305], [-5.741980, 3.451916, 1.788413], [-6.001638, 2.400163, 2.584029], [-7.484892, 2.230530, 2.898601], [-7.956250, 1.292523, 3.549335], [-8.432316, 3.261060, 2.397913], [-8.170565, 4.320849, 1.612698], [-6.702220, 4.429048, 1.210180], [-6.253106, 5.280159, 0.436232], [-8.980253, 5.200408, 1.185540], [-5.179852, 1.566935, 3.075525], [-4.715113, 3.647927, 1.500572], [-9.451516, 3.096484, 2.728118]], "atomic_forces_ev_per_a": [[-0.425, 1.121, -0.291], [-0.651, -0.710, 0.876], [1.641, -0.367, -0.979], [-0.913, 0.339, -0.182], [-0.304, -1.580, -0.717], [4.271, 3.938, 0.209], [4.976, -2.786, 2.259], [0.830, 1.987, -0.633], [-0.463, -3.484, 2.140], [0.644, 0.013, 0.148], [-3.729, -2.647, 0.290], [-4.941, -5.798, 0.737], [-0.495, 2.623, -1.447], [1.417, 1.726, -0.312], [0.126, 0.188, 0.036], [0.770, -1.571, -0.203], [-1.487, 2.431, -0.945], [-0.992, 0.507, -0.643], [-1.129, -0.748, -1.835], [-0.842, 1.780, 1.272], [2.584, 0.012, -0.705], [1.369, 0.614, 1.947], [-2.194, -0.382, 0.691], [2.310, 0.615, 0.060], [-1.466, 0.327, -2.074], [1.407, -0.912, 1.929], [-2.381, -0.237, 1.238], [0.532, 1.202, -2.363], [2.403, -0.207, 0.584], [-0.001, 0.548, -2.037], [-2.413, -0.817, 0.682], [-0.312, 2.136, 0.988], [1.145, -0.984, 1.335], [-0.912, 0.593, -2.424], [-2.300, -0.873, 1.188], [1.746, -1.287, -0.007], [-1.858, 0.271, -1.595], [2.015, 1.139, -1.184], [-0.275, 1.347, 2.128], [0.239, 2.487, -1.942], [-0.287, -2.753, 2.003], [-2.051, 0.538, 0.005], [0.889, 0.292, -0.275], [-0.124, -2.691, 1.948], [0.130, 3.007, -2.084], [1.858, -0.380, -0.183], [-0.780, -0.329, 0.463], [0.746, -1.109, 0.597], [-0.384, 0.818, -0.701], [0.118, 0.083, 0.043], [-0.056, -0.031, -0.037]], "lowdin_charge": [-0.16, -0.26, -0.22, -0.19, -0.17, -0.06, -0.33, 0.49, -0.45, 0.50, 0.09, -0.17, 0.00, -0.27, -0.09, -0.08, -0.07, -0.04, 0.07, 0.07, 0.09, 0.11, 0.10, 0.13, 0.10, 0.13, 0.11, 0.15, 0.07, 0.05, 0.09, 0.08, 0.08, 0.09, 0.08, 0.08, 0.09, 0.08, 0.09, 0.01, -0.44, -0.34, 0.01, 0.03, -0.44, -0.34, 0.02, -0.04, -0.07, 0.05, 0.10], "charge": -1, "orbital_gap_ev": 1.18, "total_energy_ha": -1895.35701, "e_homo_ev": -2.3, "lumo_energy_ev": -1.16}



Entry 4:
{"formula": "InNO3", "method": "wB97M-V/def2-TZVPD", "species": ["In", "N", "O", "O", "O"], "xyz": [[-1.005099, 1.441029, 2.225822], [0.238497, -0.374174, -0.629069], [1.203191, -0.945573, -1.099170], [-0.528736, -1.000885, -0.001690], [0.092148, 0.879603, -0.495893]], "atomic_forces_ev_per_a": [[-0.444, 0.780, 1.015], [2.958, 2.731, -0.216], [-0.862, 0.675, -0.475], [-2.168, -2.251, 0.781], [0.516, -1.935, -1.106]], "mulliken_spin": [0.94, 0.00, 0.02, -0.01, 0.05], "charge": 3, "spin_multiplicity": 2, "e_above_lowest_kcal_mol": 22.3, "orbital_gap_ev": [7.16, 7.37], "total_energy_ha": -468.65510, "e_homo_ev": [-29.9, -30.4], "s2": 0.7521, "lumo_energy_ev": [-22.74, -23.07]}